Record 1
Computed, not measured: a structure of composition C47H47AsHfN8O3S2Se2Te, with wB97M-V/def2-TZVPD.

Properties
- HOMO-LUMO gap (eV) = 3.776
- highest occupied orbital energy (eV) = -0.5
- total charge = -2
- 2S+1 = 1

Last column: Löwdin charge in e.
Element x y z (Å)
Hf -1.519 -0.527 -0.959  0.459
C 1.801 2.865 2.931  -0.080
N 1.070 2.503 1.745  -0.142
C 1.028 1.350 1.067  -0.220
N 0.322 1.501 -0.033  -0.017
C -0.049 2.805 0.015  -0.255
N 0.384 3.461 1.066  0.112
C 3.154 3.479 2.633  -0.169
C 4.115 3.616 3.627  -0.042
C 5.327 4.244 3.368  -0.077
C 5.599 4.743 2.103  -0.033
C 4.644 4.591 1.105  -0.133
C 3.434 3.966 1.361  0.047
C 4.926 5.087 -0.253  -0.294
N 5.944 5.739 -0.692  0.114
N 5.717 5.917 -2.074  0.112
C 4.587 5.354 -2.320  -0.294
O 4.017 4.812 -1.218  0.131
C 3.897 5.157 -3.608  -0.132
C 4.544 5.517 -4.789  -0.031
C 3.943 5.225 -5.999  -0.075
C 2.719 4.558 -6.026  -0.038
C 2.067 4.214 -4.854  -0.197
C 0.738 3.506 -4.888  -0.077
N 0.693 2.338 -4.024  -0.110
C -0.403 1.711 -3.580  -0.207
N -0.064 0.762 -2.742  -0.041
C 1.293 0.838 -2.699  -0.239
N 1.803 1.772 -3.468  0.125
C 2.662 4.537 -3.635  0.031
H 1.894 1.991 3.576  0.128
H 1.184 3.598 3.454  0.135
H 1.499 0.435 1.398  0.056
H -0.718 3.240 -0.712  0.069
H 3.917 3.225 4.619  0.112
H 6.067 4.337 4.152  0.099
H 6.539 5.228 1.881  0.109
H 2.697 3.858 0.579  0.113
H 5.514 5.993 -4.745  0.109
H 4.437 5.486 -6.925  0.098
H 2.275 4.293 -6.978  0.109
H 0.499 3.224 -5.916  0.123
H -0.044 4.187 -4.539  0.137
H -1.411 1.977 -3.855  0.074
H 1.884 0.193 -2.065  0.059
H 2.178 4.245 -2.713  0.123
O 3.565 -1.818 -2.236  -0.083
C 3.191 -3.134 -2.642  -0.233
C 1.695 -3.374 -2.481  -0.576
C 1.488 -4.826 -2.967  -0.257
O 0.164 -5.305 -2.886  -0.112
C 0.929 -2.418 -3.413  -0.529
Se -1.028 -2.306 -3.110  0.402
C 1.225 -3.333 -1.026  -0.556
Se 0.962 -1.629 -0.099  0.535
H 4.466 -1.671 -2.537  0.081
H 3.750 -3.879 -2.058  0.119
H 3.441 -3.274 -3.703  0.122
H 2.103 -5.507 -2.365  0.119
H 1.846 -4.886 -4.007  0.113
H -0.446 -4.545 -2.975  -0.032
H 1.068 -2.769 -4.442  0.056
H 1.381 -1.434 -3.354  0.013
H 1.909 -3.922 -0.409  0.064
H 0.259 -3.821 -1.014  -0.010
C -4.919 1.538 1.752  -0.139
C -3.790 1.453 0.754  -0.789
S -2.304 0.690 1.331  0.449
C -3.948 1.885 -0.506  -0.810
C -5.256 2.485 -0.960  -0.152
S -2.703 1.712 -1.744  0.471
H -4.653 1.036 2.681  0.040
H -5.820 1.054 1.363  0.073
H -5.182 2.577 1.983  0.066
H -5.645 3.212 -0.241  0.059
H -6.012 1.701 -1.080  0.072
H -5.141 2.980 -1.924  0.043
Te -3.928 -1.765 -1.320  -0.008
C -6.089 -1.329 4.258  -0.124
C -6.231 -1.796 2.958  -0.103
C -5.116 -2.169 2.218  -0.151
C -3.837 -2.083 2.767  -0.390
C -3.705 -1.622 4.073  -0.110
C -4.820 -1.244 4.812  -0.112
As -2.281 -2.549 1.642  1.157
C -0.989 -2.752 3.153  -0.372
C -0.696 -3.943 3.809  -0.095
C 0.269 -3.989 4.810  -0.107
C 0.953 -2.839 5.176  -0.121
C 0.668 -1.643 4.526  -0.105
C -0.284 -1.604 3.519  -0.156
C -2.677 -4.462 1.411  -0.391
C -1.956 -5.112 0.414  -0.102
C -2.153 -6.458 0.149  -0.079
C -3.087 -7.177 0.883  -0.114
C -3.817 -6.538 1.875  -0.109
C -3.614 -5.187 2.137  -0.113
H -6.959 -1.030 4.831  0.086
H -7.212 -1.858 2.503  0.096
H -5.234 -2.504 1.195  0.009
H -2.724 -1.542 4.525  0.088
H -4.690 -0.874 5.823  0.089
H -1.219 -4.852 3.535  0.090
H 0.486 -4.929 5.305  0.089
H 1.704 -2.874 5.956  0.085
H 1.200 -0.738 4.801  0.086
H -0.500 -0.668 3.012  0.049
H -1.252 -4.550 -0.182  0.071
H -1.595 -6.927 -0.653  0.099
H -3.258 -8.226 0.670  0.086
H -4.558 -7.088 2.445  0.088
H -4.197 -4.701 2.911  0.095

***

Record 2
Computed, not measured: a structure of composition C47H48AgBrN4O4Si in a non-equilibrium geometry, with wB97M-V/def2-TZVPD.

Properties
- HOMO-LUMO gap (eV) = 4.301
- highest occupied orbital energy (eV) = -6.4
- 2S+1 = 1

Last column: Löwdin charge in e.
Element x y z (Å)
Ag -0.073 -0.163 -0.357  0.732
C 0.770 4.410 -2.236  -0.081
O -0.338 4.074 -1.446  -0.077
C -1.327 4.977 -1.230  -0.191
C -1.115 6.367 -1.123  -0.068
C -2.166 7.193 -0.771  -0.752
Br -1.693 8.959 -0.486  0.790
C -3.408 6.742 -0.535  -0.080
C -3.653 5.352 -0.602  -0.102
C -2.583 4.459 -0.791  -0.152
O -2.602 3.127 -0.372  0.043
C -4.980 4.853 -0.481  -0.279
N -5.916 5.554 0.213  0.166
C -7.090 4.841 0.129  -0.238
C -8.378 5.127 0.517  -0.038
C -9.399 4.297 0.095  -0.104
C -9.187 3.153 -0.713  -0.091
C -7.866 2.742 -1.006  -0.022
C -6.857 3.643 -0.633  -0.156
N -5.465 3.671 -0.923  0.156
H 1.379 5.188 -1.729  0.088
H 0.505 4.893 -3.191  0.102
H 1.375 3.493 -2.364  0.094
H -0.119 6.792 -1.341  0.105
H -4.192 7.438 -0.103  0.138
H -3.225 3.021 0.390  0.137
H -8.670 6.031 1.029  0.108
H -10.450 4.518 0.350  0.106
H -10.054 2.602 -1.026  0.089
H -7.689 1.780 -1.532  0.115
H -5.092 3.075 -1.668  0.177
C -1.666 -1.475 -0.579  -0.431
Si -1.775 -3.122 0.268  0.570
C -0.610 -4.586 -0.143  -0.233
N 0.696 -4.048 -0.151  -0.271
C 1.386 -3.909 1.137  -0.195
C 2.565 -2.966 0.975  -0.189
C 3.609 -3.470 -0.079  -0.188
C 2.889 -4.100 -1.274  -0.177
C 1.397 -3.806 -1.387  -0.208
C -3.391 -3.919 -0.326  -0.261
C -4.438 -4.286 0.553  -0.070
C -5.531 -5.006 0.021  -0.106
C -5.724 -5.199 -1.323  -0.121
C -4.701 -4.771 -2.155  -0.105
C -3.566 -4.094 -1.679  -0.126
C -1.932 -3.149 2.169  -0.255
C -1.688 -2.034 2.965  -0.117
C -1.760 -2.171 4.357  -0.092
C -2.163 -3.390 4.946  -0.095
C -2.446 -4.493 4.147  -0.099
C -2.303 -4.405 2.766  -0.112
H -2.641 -1.028 -0.364  -0.038
H -1.633 -1.716 -1.720  -0.008
H -1.010 -5.017 -1.120  0.096
H -0.640 -5.358 0.691  0.096
H 1.709 -4.892 1.612  0.132
H 0.669 -3.380 1.843  0.113
H 3.064 -2.890 1.931  0.097
H 2.166 -1.950 0.635  0.104
H 4.256 -4.227 0.420  0.113
H 4.232 -2.630 -0.320  0.066
H 2.959 -5.183 -1.225  0.106
H 3.413 -3.740 -2.188  0.112
H 0.883 -4.378 -2.198  0.126
H 1.197 -2.745 -1.595  0.089
H -4.443 -4.030 1.595  0.083
H -6.320 -5.443 0.607  0.090
H -6.626 -5.751 -1.704  0.116
H -4.718 -4.909 -3.250  0.100
H -2.814 -3.806 -2.423  0.100
H -1.508 -1.016 2.526  0.098
H -1.591 -1.293 4.949  0.084
H -2.275 -3.466 6.015  0.090
H -2.663 -5.459 4.607  0.102
H -2.511 -5.296 2.198  0.095
C 8.981 1.595 -3.236  -0.059
O 7.776 1.455 -2.468  -0.103
C 7.798 0.512 -1.475  -0.199
C 8.821 -0.422 -1.308  -0.018
C 8.689 -1.396 -0.301  -0.068
C 7.521 -1.472 0.481  -0.080
C 6.442 -0.650 0.197  -0.021
C 6.531 0.336 -0.798  -0.195
N 5.562 1.187 -1.176  0.095
C 4.239 1.238 -0.788  0.059
C 3.799 1.540 0.501  -0.136
C 4.713 2.025 1.511  -0.007
C 4.250 2.288 2.781  -0.089
C 2.884 2.151 3.047  -0.041
C 1.963 1.686 2.085  -0.006
C 2.391 1.308 0.820  -0.330
O 1.670 0.888 -0.213  -0.268
H 9.104 0.735 -3.917  0.109
H 9.884 1.662 -2.638  0.084
H 8.918 2.557 -3.753  0.098
H 9.771 -0.214 -1.788  0.099
H 9.525 -2.026 -0.015  0.103
H 7.470 -2.179 1.245  0.085
H 5.525 -0.797 0.809  0.123
H 5.826 1.580 -2.067  0.146
H 3.461 1.333 -1.581  0.151
H 5.776 2.139 1.231  0.126
H 4.852 2.638 3.615  0.107
H 2.503 2.393 4.068  0.126
H 0.905 1.704 2.336  0.113

***

Record 3
Computed, not measured: a structure of composition C47H48CeN4O6P2S in a non-equilibrium geometry, with wB97M-V/def2-TZVPD.

Properties
- HOMO-LUMO gap (alpha / beta) (eV) = 4.856 / 4.849
- highest occupied orbital energy (alpha / beta) (eV) = -6.9 / -6.9
- 2S+1 = 1

Last column: Löwdin charge in e.
Element x y z (Å)
Ce -0.173 0.096 -0.100  1.405
C -3.032 -3.005 -0.430  -0.188
C -3.512 -2.572 0.959  -0.162
C -3.162 -1.102 1.274  -0.213
N -1.752 -0.968 1.627  -0.070
C -1.360 -1.431 2.803  -0.234
C -2.237 -1.650 3.890  -0.024
C -2.062 -2.238 5.125  -0.093
C -1.030 -3.043 5.572  -0.116
C 0.098 -3.376 4.835  -0.090
C 0.568 -2.801 3.682  -0.026
C 0.098 -1.696 2.910  -0.235
N 0.899 -0.968 2.171  0.010
C 2.323 -1.206 2.367  -0.229
C 3.192 -0.086 1.802  -0.169
C 3.528 -0.300 0.318  -0.233
N 2.377 -0.812 -0.399  -0.026
C 2.631 -1.690 -1.349  -0.236
C 3.887 -1.790 -1.995  -0.037
C 4.423 -2.776 -2.795  -0.097
C 3.966 -4.066 -3.008  -0.120
C 2.800 -4.611 -2.483  -0.096
C 1.733 -3.971 -1.908  -0.021
C 1.496 -2.584 -1.677  -0.217
N 0.313 -2.050 -1.542  -0.025
C -0.866 -2.855 -1.819  -0.210
C -1.525 -3.288 -0.490  -0.157
H -3.258 -2.200 -1.129  0.093
H -3.586 -3.895 -0.745  0.113
H -3.072 -3.219 1.726  0.114
H -4.599 -2.677 1.002  0.111
H -3.830 -0.731 2.068  0.106
H -3.335 -0.498 0.380  0.098
H -3.218 -1.205 3.767  0.097
H -2.899 -2.126 5.807  0.105
H -1.146 -3.496 6.548  0.093
H 0.717 -4.166 5.247  0.106
H 1.468 -3.253 3.288  0.099
H 2.617 -2.146 1.879  0.125
H 2.530 -1.308 3.445  0.123
H 4.128 -0.047 2.367  0.116
H 2.664 0.855 1.928  0.064
H 4.355 -1.030 0.264  0.119
H 3.887 0.649 -0.106  0.108
H 4.502 -0.902 -1.904  0.102
H 5.387 -2.544 -3.239  0.104
H 4.605 -4.728 -3.578  0.091
H 2.710 -5.689 -2.578  0.105
H 0.942 -4.621 -1.554  0.101
H -0.637 -3.721 -2.453  0.116
H -1.550 -2.203 -2.364  0.102
H -1.018 -2.712 0.303  0.086
H -1.334 -4.351 -0.309  0.116
O -2.708 2.107 -1.490  -0.321
S -1.855 0.984 -2.149  0.395
O -2.227 0.890 -3.528  -0.196
O -2.129 -0.232 -1.394  -0.352
O -0.426 1.323 -1.947  -0.416
O -1.203 2.185 0.412  -0.457
P -1.430 3.212 -0.690  0.724
C 0.162 4.285 -0.164  -0.219
P 0.976 3.216 1.039  0.774
O 1.369 1.870 0.551  -0.410
C 2.564 4.071 1.421  -0.241
C 2.794 4.974 2.448  -0.064
C 4.053 5.534 2.606  -0.080
C 5.082 5.210 1.738  -0.083
C 4.858 4.304 0.712  -0.073
C 3.604 3.745 0.559  -0.086
C 0.095 3.329 2.629  -0.267
C -0.880 4.294 2.833  -0.072
C -1.388 4.517 4.099  -0.065
C -0.901 3.795 5.175  -0.076
C 0.049 2.807 4.970  -0.066
C 0.541 2.566 3.699  -0.058
C -1.171 3.794 -2.470  -0.270
C 0.010 3.677 -3.189  -0.092
C 0.105 4.164 -4.481  -0.067
C -0.978 4.782 -5.080  -0.080
C -2.159 4.905 -4.370  -0.064
C -2.252 4.405 -3.085  -0.085
C -2.708 4.371 -0.082  -0.277
C -3.666 3.870 0.788  -0.066
C -4.650 4.693 1.308  -0.070
C -4.684 6.035 0.964  -0.083
C -3.713 6.550 0.121  -0.073
C -2.728 5.724 -0.390  -0.099
H -0.036 5.275 0.251  0.072
H 0.864 4.404 -0.992  0.058
H 1.997 5.235 3.131  0.106
H 4.235 6.236 3.408  0.105
H 6.059 5.655 1.869  0.104
H 5.660 4.044 0.036  0.105
H 3.407 3.028 -0.225  0.098
H -1.248 4.870 2.000  0.088
H -2.156 5.262 4.243  0.108
H -1.268 4.001 6.171  0.105
H 0.413 2.228 5.805  0.107
H 1.281 1.798 3.527  0.105
H 0.856 3.162 -2.758  0.108
H 1.038 4.054 -5.022  0.107
H -0.899 5.152 -6.093  0.103
H -3.022 5.377 -4.818  0.106
H -3.188 4.474 -2.555  0.110
H -3.617 2.821 1.043  0.113
H -5.398 4.297 1.983  0.106
H -5.468 6.676 1.344  0.103
H -3.727 7.599 -0.143  0.106
H -1.974 6.126 -1.052  0.113

***

Record 4
Computed, not measured: a structure of composition C47H51BrF12N2O6P2SSnTe, with wB97M-V/def2-TZVPD.

Properties
- HOMO-LUMO gap (eV) = 5.712
- highest occupied orbital energy (eV) = -2.0
- total charge = -2
- 2S+1 = 1

Last column: Löwdin charge in e.
Element x y z (Å)
Sn -0.683 -1.270 0.800  1.389
C -6.033 3.496 1.611  -0.080
C -5.287 2.213 1.356  -0.314
C -5.694 1.295 0.399  -0.080
C -4.966 0.150 0.143  -0.030
C -3.744 -0.144 0.799  -0.241
N -2.895 -1.131 0.425  -0.047
C -3.125 -1.960 -0.683  -0.242
C -3.582 -1.451 -1.908  -0.059
C -3.756 -2.238 -3.030  -0.054
C -3.477 -3.594 -2.989  -0.278
C -3.654 -4.481 -4.193  -0.062
C -2.983 -4.106 -1.797  0.014
C -2.766 -3.334 -0.659  -0.057
C -2.162 -3.993 0.611  -0.374
O -1.517 -3.149 1.451  -0.290
C -1.092 -5.081 0.250  -0.541
F -0.119 -4.526 -0.471  0.153
F -0.545 -5.577 1.373  0.146
F -1.509 -6.175 -0.444  0.101
C -3.334 -4.665 1.384  -0.538
F -3.796 -5.785 0.771  0.124
F -2.993 -5.023 2.625  0.155
F -4.384 -3.838 1.482  0.152
C -3.471 0.673 1.958  -0.059
C -4.199 1.840 2.143  -0.005
C -2.399 0.236 2.970  -0.337
O -1.184 -0.049 2.417  -0.333
C -2.924 -0.993 3.812  -0.530
F -3.635 -0.599 4.904  0.121
F -1.915 -1.736 4.270  0.156
F -3.737 -1.789 3.124  0.162
C -2.037 1.355 3.997  -0.539
F -1.123 0.904 4.871  0.143
F -3.035 1.873 4.748  0.114
F -1.483 2.405 3.357  0.127
H -6.760 3.684 0.818  0.062
H -6.581 3.475 2.558  0.069
H -5.360 4.357 1.649  0.068
H -6.601 1.477 -0.172  0.102
H -5.334 -0.535 -0.605  0.096
H -3.779 -0.391 -1.988  0.096
H -4.100 -1.780 -3.953  0.105
H -4.104 -3.929 -5.020  0.064
H -2.695 -4.874 -4.539  0.078
H -4.297 -5.336 -3.971  0.072
H -2.752 -5.160 -1.765  0.115
H -3.950 2.499 2.962  0.107
C -3.645 3.675 -1.973  -0.041
C -2.748 2.516 -2.307  -0.255
C -2.466 2.126 -3.612  -0.043
C -1.640 1.040 -3.853  -0.123
C -1.118 0.365 -2.755  -0.751
Br 0.019 -1.119 -3.016  0.785
N -1.389 0.706 -1.514  0.035
C -2.174 1.755 -1.295  -0.097
H -4.185 4.021 -2.856  0.071
H -3.074 4.519 -1.579  0.078
H -4.373 3.387 -1.211  0.065
H -2.903 2.668 -4.445  0.107
H -1.409 0.709 -4.855  0.097
H -2.391 1.979 -0.252  0.125
O 1.355 0.906 -0.575  -0.558
S 1.950 2.228 -0.317  0.882
C 0.762 3.158 0.730  -0.281
C 1.437 4.171 1.612  -0.264
C 2.265 5.164 1.089  -0.051
C 2.888 6.085 1.919  -0.098
C 2.691 6.031 3.291  -0.110
C 1.871 5.046 3.823  -0.087
C 1.255 4.121 2.992  -0.050
C 1.674 3.177 -1.863  -0.270
C 2.282 2.440 -3.027  -0.277
C 1.557 2.314 -4.207  -0.066
C 2.063 1.584 -5.274  -0.094
C 3.294 0.957 -5.164  -0.099
C 4.023 1.077 -3.989  -0.096
C 3.527 1.823 -2.933  -0.050
H 0.312 2.359 1.324  0.060
H -0.012 3.603 0.100  0.093
H 2.431 5.221 0.020  0.089
H 3.533 6.844 1.491  0.094
H 3.178 6.748 3.941  0.091
H 1.715 4.986 4.894  0.101
H 0.636 3.339 3.410  0.091
H 2.090 4.179 -1.730  0.080
H 0.592 3.258 -2.000  0.084
H 0.572 2.761 -4.273  0.099
H 1.473 1.471 -6.176  0.097
H 3.666 0.335 -5.968  0.099
H 4.954 0.536 -3.877  0.085
H 4.088 1.871 -2.006  0.099
C 2.531 1.039 4.624  -0.306
P 2.307 0.622 2.840  0.837
C 4.045 0.785 2.260  -0.310
C 2.197 -1.198 2.952  -0.300
H 3.375 0.499 5.066  0.028
H 1.619 0.780 5.165  0.023
H 2.701 2.112 4.737  0.011
H 4.758 0.313 2.944  0.036
H 4.304 1.840 2.138  0.025
H 4.117 0.295 1.286  0.011
H 3.002 -1.615 3.566  0.041
H 2.246 -1.622 1.945  -0.002
H 1.233 -1.471 3.391  0.028
C 6.682 -0.363 -0.526  -0.077
C 6.048 -1.736 -0.484  -0.338
O 4.659 -1.578 -0.211  -0.315
P 3.585 -2.654 -0.773  0.074
O 2.247 -2.351 -0.232  -0.423
Te 3.800 -2.882 -3.153  0.218
O 4.236 -3.979 -0.083  -0.312
C 3.536 -5.213 -0.280  -0.330
C 4.495 -6.248 -0.826  -0.097
H 7.761 -0.444 -0.677  0.068
H 6.499 0.175 0.406  0.063
H 6.256 0.216 -1.348  0.064
H 6.491 -2.355 0.302  0.112
H 6.176 -2.249 -1.441  0.047
H 2.700 -5.065 -0.968  0.081
H 3.121 -5.517 0.683  0.116
H 4.842 -5.940 -1.813  0.048
H 3.997 -7.218 -0.910  0.068
H 5.357 -6.357 -0.164  0.067